# 1
Density functional theory data (ωB97M-V/def2-TZVPD) for a molecular structure, C36H38IrN5O4S3 in a non-equilibrium geometry.

## Properties
Molecular weight ... 893.15 g/mol
Highest occupied orbital energy (spin up / spin down) ... -6.75 / -6.75 eV
ΔE to the lowest compared entry with this formula, charge and spin ... 109.94 kcal per mole

```
! RIJCOSX wB97M-V def2-TZVPD def2/J DEFGRID3
* xyz 0 1
Ir 0.47 1.07 1.00
C 3.71 -1.98 2.28
C 2.45 -2.65 1.71
C 2.74 -4.09 1.30
C 1.34 -2.54 2.76
C 1.45 -3.33 3.89
C 0.61 -3.16 4.98
C -0.30 -2.12 4.96
C -0.47 -1.31 3.84
C -1.46 -0.18 3.95
C -0.73 1.15 3.89
C -2.61 -0.27 2.94
C 0.31 -1.58 2.69
N 0.08 -0.91 1.43
C -0.04 -1.63 0.35
C 0.01 -1.02 -0.87
C 0.11 -1.50 -2.17
C 0.36 -0.39 -2.96
C 0.41 0.75 -2.13
N 0.16 0.35 -0.87
C 0.67 2.17 -2.61
C -0.24 2.45 -3.81
C 0.40 3.24 -1.55
C 2.15 2.26 -3.04
H 4.55 -2.09 1.58
H 4.00 -2.44 3.23
H 3.54 -0.92 2.45
H 2.18 -2.09 0.82
H 3.29 -4.63 2.08
H 3.35 -4.11 0.39
H 1.81 -4.65 1.10
H 2.22 -4.10 3.93
H 0.70 -3.81 5.84
H -0.92 -1.94 5.83
H -1.92 -0.25 4.94
H -0.39 1.34 2.86
H 0.16 1.14 4.54
H -1.37 1.99 4.19
H -2.25 -0.10 1.92
H -3.38 0.48 3.15
H -3.07 -1.26 2.98
H -0.18 -2.71 0.43
H 0.05 -2.54 -2.47
H 0.52 -0.38 -4.03
H -1.29 2.34 -3.52
H -0.04 1.77 -4.64
H -0.09 3.48 -4.17
H -0.66 3.29 -1.30
H 0.72 4.22 -1.92
H 0.97 3.04 -0.64
H 2.37 1.55 -3.83
H 2.80 2.04 -2.19
H 2.37 3.27 -3.40
O 1.32 2.92 1.80
C 2.49 3.33 1.86
C 3.67 2.65 1.49
C 4.89 3.31 1.72
C 6.06 2.73 1.38
C 6.08 1.45 0.76
C 4.92 0.79 0.52
C 3.65 1.34 0.89
O 2.60 0.65 0.67
N 7.32 3.43 1.65
O 8.35 2.91 1.27
O 7.27 4.50 2.23
H 2.64 4.34 2.25
H 4.90 4.29 2.17
H 7.03 1.03 0.48
H 4.91 -0.19 0.05
S -6.61 -2.97 -0.89
C -5.70 -1.63 -1.14
S -4.64 -1.00 0.08
C -4.02 0.22 -1.03
N -4.59 0.14 -2.22
N -5.52 -0.84 -2.28
C -6.19 -0.96 -3.57
C -7.50 -1.43 -3.68
C -8.08 -1.52 -4.94
C -7.38 -1.13 -6.08
C -6.09 -0.64 -5.95
C -5.49 -0.55 -4.70
S -2.85 1.38 -0.64
H -8.06 -1.70 -2.81
H -9.10 -1.88 -5.03
H -7.84 -1.21 -7.06
H -5.54 -0.31 -6.83
H -4.49 -0.17 -4.59
*
```

These are the Mulliken partial charges, in e, on atoms 1 to 4: number 1, Ir, carries 1.7267; number 2, C, carries -1.2861; number 3, C, carries 1.6490; number 4, C, carries -1.8794



# 2
Density functional theory data (ωB97M-V/def2-TZVPD) for a molecular structure, C36H39BLaN14S4 in a non-equilibrium geometry.

## Properties
Molecular weight ... 945.79 g/mol
Highest occupied orbital energy ... -3.68 eV

```
! RIJCOSX wB97M-V def2-TZVPD def2/J DEFGRID3
* xyz -1 1
La 1.18 -0.31 0.54
C 0.13 -1.08 4.28
C 1.55 -1.61 4.31
C 2.08 -2.10 2.91
C 2.84 -3.38 3.07
C 2.22 -4.56 2.91
C 0.87 -4.57 2.46
C 0.37 -3.41 1.94
N 0.97 -2.21 1.98
N -0.16 0.00 3.33
C -1.61 0.18 3.27
C -2.26 -0.51 2.10
C -3.40 -1.29 2.28
C -4.12 -1.70 1.16
C -3.68 -1.31 -0.09
C -2.49 -0.60 -0.17
N -1.78 -0.23 0.88
C 0.54 1.23 3.71
C 0.22 2.37 2.79
C 0.30 3.70 3.20
C -0.09 4.70 2.33
C -0.59 4.35 1.09
C -0.60 3.01 0.75
N -0.17 2.05 1.55
H -0.14 -0.76 5.31
H -0.53 -1.91 4.00
H 1.54 -2.48 4.98
H 2.25 -0.88 4.71
H 3.89 -3.30 3.32
H 2.74 -5.50 3.07
H 0.31 -5.49 2.38
H -0.60 -3.43 1.45
H -1.84 1.24 3.16
H -2.09 -0.15 4.21
H -3.72 -1.56 3.27
H -5.01 -2.31 1.27
H -4.21 -1.55 -1.00
H -2.12 -0.31 -1.15
H 1.61 1.02 3.64
H 0.31 1.53 4.75
H 0.66 3.93 4.19
H -0.02 5.74 2.62
H -0.93 5.08 0.38
H -0.99 2.69 -0.21
N -1.35 -3.49 -0.80
C -0.14 -3.50 -1.40
N 0.82 -2.64 -1.20
C 1.95 -3.00 -1.90
C 1.84 -4.15 -2.62
S 0.28 -4.85 -2.43
C 3.14 -2.17 -1.88
C 4.31 -2.51 -2.48
S 5.49 -1.27 -2.28
C 4.28 -0.34 -1.39
N 3.14 -0.95 -1.26
N 4.56 0.89 -0.96
H -1.59 -2.59 -0.40
H -2.09 -3.85 -1.38
H 2.56 -4.62 -3.26
H 4.56 -3.41 -3.01
H 5.49 1.27 -1.06
H 3.86 1.37 -0.38
B 2.09 3.55 -1.38
N 0.97 2.58 -1.80
C 0.03 2.93 -2.68
C -0.70 1.80 -3.03
C -0.09 0.78 -2.31
N 0.91 1.26 -1.56
N 2.46 3.42 0.11
C 2.77 4.45 0.90
C 3.25 3.96 2.10
C 3.21 2.58 1.94
N 2.73 2.27 0.73
H 3.06 3.34 -2.05
H 1.66 4.66 -1.54
H -0.07 3.95 -3.00
H -1.53 1.73 -3.70
H -0.32 -0.27 -2.35
H 2.65 5.46 0.57
H 3.57 4.52 2.96
H 3.53 1.79 2.59
S 3.22 -0.77 2.30
C -6.26 0.75 -4.41
C -4.91 0.24 -4.83
C -4.33 0.64 -6.04
C -3.08 0.09 -6.32
N -2.48 -0.75 -5.52
C -3.10 -1.07 -4.37
S -2.33 -2.11 -3.30
N -4.31 -0.60 -4.02
H -6.99 0.57 -5.20
H -6.22 1.82 -4.22
H -6.57 0.23 -3.50
H -4.82 1.34 -6.70
H -2.55 0.34 -7.23
*
```

These are the Mulliken partial charges, in e, on atoms 1 to 4: number 1, La, carries 1.9571; number 2, C, carries -1.7052; number 3, C, carries -1.3764; number 4, C, carries 1.6027



# 3
Density functional theory data (ωB97M-V/def2-TZVPD) for a molecular structure, C36H39ClP2Ru in a non-equilibrium geometry.

## Properties
Molecular weight ... 670.18 g/mol
Highest occupied orbital energy (spin up / spin down) ... -13.12 / -13.68 eV
ΔE to the lowest compared entry with this formula, charge and spin ... 5.82 kcal per mole

```
! RIJCOSX wB97M-V def2-TZVPD def2/J DEFGRID3
* xyz 2 5
Ru 3.66 -0.24 1.89
C 5.64 -0.84 0.97
C 4.68 -0.65 -0.04
C 4.00 -1.79 -0.78
C 2.88 -2.50 0.01
C 2.68 -2.00 1.43
C 3.71 -2.30 2.39
C 4.98 -3.03 2.01
C 6.11 -2.19 1.40
C 2.28 -0.05 3.42
H 6.33 -0.01 1.12
H 4.80 0.27 -0.60
H 4.72 -2.54 -1.13
H 3.54 -1.37 -1.69
H 1.91 -2.40 -0.51
H 3.06 -3.60 0.05
H 1.64 -1.85 1.78
H 3.43 -2.40 3.45
H 4.75 -3.89 1.36
H 5.37 -3.47 2.94
H 6.88 -2.02 2.18
H 6.62 -2.74 0.59
H 2.63 0.71 4.14
H 2.18 -0.99 4.00
H 1.27 0.21 3.06
P -1.47 1.67 -1.68
P -3.10 0.28 0.19
C -2.03 0.06 -2.26
C -2.89 -0.56 -1.40
C -2.09 2.80 -2.97
C -2.44 2.32 -4.24
C -3.04 3.18 -5.16
C -3.25 4.52 -4.83
C -2.88 5.01 -3.56
C -2.31 4.15 -2.63
C 0.34 1.60 -1.94
C 1.01 0.88 -0.93
C 2.39 0.91 -0.87
C 3.13 1.38 -1.96
C 2.47 2.05 -3.00
C 1.08 2.22 -2.96
C -4.95 0.26 0.35
C -5.70 1.07 -0.53
C -7.10 1.08 -0.46
C -7.76 0.27 0.47
C -7.03 -0.55 1.34
C -5.62 -0.55 1.28
C -2.57 -1.07 1.32
C -2.50 -0.80 2.70
C -2.19 -1.81 3.60
C -1.93 -3.11 3.14
C -1.94 -3.37 1.77
C -2.24 -2.35 0.86
H -1.73 -0.32 -3.25
H -3.43 -1.50 -1.60
H -2.26 1.27 -4.49
H -3.34 2.79 -6.14
H -3.70 5.19 -5.56
H -3.05 6.06 -3.31
H -2.02 4.50 -1.64
H 0.45 0.32 -0.18
H 2.87 0.55 0.07
H 4.21 1.24 -2.02
H 3.05 2.44 -3.83
H 0.58 2.81 -3.74
H -5.19 1.66 -1.30
H -7.67 1.71 -1.14
H -8.85 0.26 0.52
H -7.54 -1.21 2.05
H -5.06 -1.20 1.95
H -2.70 0.22 3.05
H -2.17 -1.60 4.67
H -1.71 -3.91 3.84
H -1.73 -4.37 1.39
H -2.23 -2.56 -0.21
Cl 4.85 2.61 1.99
C 4.83 1.13 2.92
H 5.84 0.71 2.95
H 4.53 1.38 3.94
*
```

These are the Mulliken partial charges, in e, on atoms 1 to 4: number 1, Ru, carries 0.0630; number 2, C, carries -0.4505; number 3, C, carries -0.1908; number 4, C, carries -0.6462